Formula: C4H5N3
Source: the OMol25 dataset
Level of theory: wB97M-V/def2-TZVPD

HOMO level	-0.369	Ha
Kohn-Sham gap	0.3702	hartree
structure (SMILES)	C1=NN=NC12CC2
maximum force	3.7	eV Å⁻¹

Atoms and positions in Å:
1 C -0.514884 1.160119 -1.684189
2 C -0.750414 0.057656 -0.659706
3 C -0.365396 0.239696 0.753197
4 C 0.187131 -0.996568 0.033134
5 N -1.515092 1.243735 -2.436105
6 N -2.468483 0.271011 -2.028548
7 N -2.060211 -0.362983 -1.069463
8 H 0.043755 2.055075 -1.504639
9 H 0.204494 1.106212 1.063531
10 H -1.210030 -0.041724 1.446628
11 H 1.142407 -1.131343 -0.401115
12 H -0.343613 -1.872324 0.009564

Forces on the atoms, in the same order (eV/Å):
0.1 -0.9 2.5
0.3 1.3 -2.3
-1.3 -2.2 1.5
-0.6 3.6 -0.9
-1.0 1.1 -1.1
0.0 -0.2 -1.1
0.2 -1.4 2.0
1.2 -0.1 -0.5
0.2 -0.3 -0.3
1.1 0.6 -0.6
1.0 0.5 0.0
-1.3 -2.0 0.9